DFT (wB97M-V/def2-TZVPD) results for a cluster of 2 separate species, C32H60BClN3O6 in total at a distorted geometry.

Results
**E_HOMO**: -0.3739 hartree
**Max |F|**: 2.46 eV/Å
**Total charge**: +1
**DFT total energy**: -64106.3746 eV

```
103
Properties=species:S:1:pos:R:3:lowdin_charge:R:1
C -1.140 3.705 3.162 -0.286
H -2.522 -1.591 -7.155 0.113
B -0.357 1.217 4.951 -0.587
H 4.918 0.052 -0.095 0.111
H -0.452 -6.256 -1.155 0.079
N -3.522 -1.229 -5.331 -0.361
H 1.219 -5.886 -0.798 0.081
N -0.997 4.038 4.550 0.109
H -1.962 2.998 2.926 0.144
H 0.195 -4.478 0.922 0.092
O 4.172 2.271 3.619 -0.126
H -4.892 0.350 -5.044 0.119
H 0.708 -5.807 -2.495 0.075
H -1.580 -1.213 5.553 0.123
H 1.194 4.622 2.956 0.071
H -4.205 -3.208 -5.608 0.118
H 0.222 -0.976 -1.075 0.095
H 1.965 1.282 5.543 0.121
C 2.268 -2.203 -3.822 -0.015
H -1.576 -0.668 -5.983 0.102
H -2.290 -0.805 -2.098 0.124
C -0.678 -2.291 3.926 -0.059
H 4.391 -1.735 -1.551 0.120
C 0.582 2.379 4.351 -0.197
C 0.497 -3.185 -2.349 -0.134
C 4.366 2.177 1.252 -0.153
C -2.257 -1.500 -6.103 0.020
O 3.056 1.625 1.196 -0.043
H 0.265 -2.841 4.002 0.075
H 5.144 1.428 1.416 0.121
H -2.655 0.516 -3.216 0.125
C 2.881 0.605 0.309 -0.265
O -0.734 1.258 6.295 0.167
H -1.393 4.907 4.881 0.127
H -0.798 -1.981 2.884 0.064
O 0.606 4.042 6.228 0.109
H 0.161 -1.147 5.535 0.121
C 0.151 3.581 5.200 -0.417
H -1.856 -4.581 -2.087 0.081
H -3.206 0.863 -5.339 0.108
H -2.080 5.835 -0.105 0.069
H 2.867 -1.293 -3.748 0.084
C -2.962 5.945 0.541 -0.129
H 5.434 3.512 2.552 0.127
H 3.932 -3.553 -2.564 0.078
H 1.576 -3.512 0.319 0.079
H 0.056 1.927 2.309 0.135
H 1.141 3.905 1.439 0.081
H -4.307 -1.335 -3.381 0.145
H -2.963 6.991 0.856 0.061
H 1.301 -1.935 -4.266 0.060
H 3.249 -3.969 -1.011 0.088
C 1.989 1.764 4.552 -0.048
H -0.186 -2.325 -2.407 0.070
H -0.072 -2.805 0.493 0.071
H 0.331 -3.750 -3.281 0.124
H 0.787 0.905 0.438 0.109
C 1.256 -0.727 -0.850 -0.049
H -4.188 0.243 -6.683 0.117
H -5.484 -2.013 -5.249 0.114
H -0.837 4.726 1.232 0.085
H 2.771 -2.994 -4.382 0.083
H -0.459 -0.053 -3.289 0.108
C 0.506 -3.696 0.218 -0.043
C -4.564 -2.199 -5.798 0.013
C 0.054 -4.127 -1.193 -0.541
C 2.243 -1.514 -1.421 -0.201
N 1.179 3.755 2.436 0.074
C 1.965 -2.717 -2.347 -0.436
C 2.998 -3.837 -2.067 -0.044
C 3.872 -0.151 -0.291 0.006
H 2.156 0.948 3.841 0.134
C 1.574 0.303 -0.009 0.001
C 4.418 3.090 2.495 -0.192
C -1.394 4.845 2.164 -0.604
H -1.820 -2.427 -5.744 0.117
Cl -0.866 6.465 2.801 0.656
O -1.052 -0.674 -3.731 -0.086
C -3.987 0.162 -5.617 0.021
H -3.002 -2.487 -3.736 0.136
H 3.713 3.916 2.378 0.105
H 4.568 2.820 0.384 0.139
C 0.157 2.816 2.932 -0.208
H -3.466 5.396 2.581 0.111
C 3.186 2.746 4.538 -0.168
C -3.326 -1.451 -3.842 -0.090
C -1.506 -4.064 -1.177 -0.073
C -0.722 -1.089 4.884 -0.223
H -3.828 5.722 -0.090 0.068
H -0.068 0.845 6.857 0.120
H -4.725 -2.049 -6.863 0.113
H -1.938 -4.615 -0.336 0.088
H -3.229 4.011 1.402 0.107
O -0.772 0.155 4.170 0.082
C -2.877 4.986 1.758 -0.271
H 2.701 -4.791 -2.509 0.080
H -1.872 -3.032 -1.257 0.058
H -1.473 -3.011 4.148 0.073
H 2.901 3.790 4.403 0.114
C -2.340 -0.530 -3.157 -0.217
C 0.387 -5.630 -1.467 -0.047
C 3.552 -1.188 -1.137 -0.034
H 3.655 2.686 5.530 0.126
```